24
Properties=species:S:1:pos:R:3:forces:R:3 method="wB97M-V/def2-TZVPD" total_energy_ev=-11606.8454 relative_energy_ev=0.791 fmax_ev_per_a=2.0 homo_lumo_gap_ev=9.20 smiles=Cc1ccc(O)cc1.CC total_charge=0
C -0.484746 2.789681 1.837132 -0.78 1.64 -0.85
C -0.789170 1.407228 1.359489 0.96 -0.19 0.33
C 0.130618 0.386539 1.674791 -0.40 0.46 -0.46
C -0.111881 -0.939623 1.359563 -0.78 1.04 0.42
C -1.417770 -1.222484 0.927983 1.35 -1.22 -0.92
O -1.691063 -2.566733 0.765215 -0.19 0.40 0.09
C -2.260718 -0.241268 0.455819 -0.23 0.53 0.47
C -1.939876 1.111223 0.651966 0.06 -0.91 0.17
H -0.707015 3.533216 1.052155 -0.22 -0.28 0.01
H 0.532489 3.085351 2.089299 0.15 -0.81 0.33
H -1.167222 3.069104 2.644167 0.26 -0.07 0.21
H 1.046180 0.748398 2.122953 0.23 -0.42 0.01
H 0.653966 -1.691577 1.452950 -0.18 -0.27 0.23
H -2.582524 -2.647648 0.415678 -0.08 -0.14 -0.05
H -3.192856 -0.554129 0.000998 -0.05 0.17 -0.13
H -2.588848 1.886328 0.270504 -0.08 0.08 0.12
C 1.795770 -1.136865 -3.095511 0.06 -0.75 0.41
C 2.294100 -0.912871 -1.655247 1.11 0.36 -0.74
H 1.047128 -1.928858 -3.214444 -0.38 0.39 0.59
H 1.370556 -0.190956 -3.414657 0.17 -0.14 -0.76
H 2.571362 -1.568045 -3.729547 0.29 0.77 -0.23
H 2.212292 -1.803530 -1.039220 -0.49 0.34 0.42
H 1.915473 0.042939 -1.296669 -0.81 -0.57 0.71
H 3.363750 -0.655419 -1.635361 0.03 -0.41 -0.38